Record 1
{
  "formula": "C4H8OSe",
  "method": "ωB97M-V/def2-TZVPD",
  "symbols": ["C", "C", "C", "C", "O", "Se", "H", "H", "H", "H", "H", "H", "H", "H"],
  "xyz": [[-0.1497, -1.8241, 0.8284], [0.6187, 1.7253, -0.3674], [0.8964, 0.3464, 0.1393], [-0.2943, -0.4299, 0.5564], [0.8968, -2.4828, 0.8820], [-2.1033, -1.4112, -1.5679], [-1.1551, -2.2374, 1.1637], [1.6594, 2.0560, -0.6723], [0.3168, 2.4686, 0.3830], [-0.2278, 1.5433, -1.1880], [1.3701, 0.2893, 1.1966], [1.6376, -0.0170, -0.6030], [-1.2663, 0.0266, 0.8399], [-2.1994, -0.0530, -1.5907]],
  "total_energy_ha": -2633.73471,
  "lumo_energy_ha": -0.08782,
  "fmax_ha_per_bohr": 0.0622,
  "homo_energy_ha": -0.330,
  "multiplicity": 1,
  "gap_ev": 6.6,
  "de_lowest_ev": 2.8362,
  "charge": 0
}

---

Record 2
{
  "formula": "CHF3OSr",
  "method": "ωB97M-V/def2-TZVPD",
  "symbols": ["O", "Sr", "H", "C", "F", "F", "F"],
  "xyz": [[-1.8894, -0.1278, -0.2734], [-2.8477, -0.7301, 1.5126], [-0.8187, 0.1665, -0.4995], [1.0877, 0.1716, -0.3058], [1.3592, -1.0173, 0.2049], [1.9337, 0.4499, -1.2833], [1.1751, 1.0872, 0.6445]],
  "total_energy_ha": -443.93720,
  "lumo_energy_ha": [-0.20253, -0.20375],
  "fmax_ha_per_bohr": 0.0907,
  "homo_energy_ha": [-0.498, -0.520],
  "multiplicity": 2,
  "gap_ev": [8.0, 8.6],
  "charge": 1
}

---

Record 3
{
  "formula": "C23H24CrN7O4Si",
  "method": "ωB97M-V/def2-TZVPD",
  "symbols": ["Cr", "N", "C", "C", "N", "C", "C", "N", "C", "C", "N", "H", "H", "H", "H", "H", "H", "O", "C", "C", "C", "C", "C", "C", "C", "N", "C", "C", "N", "H", "H", "H", "H", "H", "H", "H", "O", "N", "O", "O", "C", "Si", "C", "C", "C", "C", "C", "C", "C", "H", "H", "H", "H", "H", "H", "H", "H", "H", "H", "H"],
  "xyz": [[0.5535, -0.2974, 0.7288], [-1.8759, -4.7423, -0.0369], [-3.1915, -4.6420, 0.3443], [-3.2391, -3.5814, 1.2002], [-1.9901, -3.0289, 1.3480], [-1.2033, -3.7407, 0.5952], [0.2381, -3.5283, 0.4500], [0.8861, -2.3929, 0.5743], [2.2331, -2.6961, 0.4106], [2.3788, -4.0193, 0.1734], [1.0961, -4.5327, 0.1909], [-1.5150, -5.3939, -0.7110], [-3.9494, -5.3068, -0.0329], [-4.0965, -3.1809, 1.7168], [2.9957, -1.9387, 0.4730], [3.2473, -4.6289, -0.0024], [0.8598, -5.5090, 0.1596], [1.2759, -0.0885, -0.9879], [2.4714, 0.4759, -1.1681], [3.3136, -0.0303, -2.1687], [4.5629, 0.5096, -2.3947], [5.0229, 1.5835, -1.6313], [4.1984, 2.1016, -0.6565], [2.9251, 1.5779, -0.4185], [2.0510, 2.1859, 0.5794], [0.9352, 1.6605, 1.0561], [0.4053, 2.5564, 1.9669], [1.2040, 3.6438, 2.0267], [2.2357, 3.3994, 1.1378], [2.9423, -0.8614, -2.7552], [5.1935, 0.0915, -3.1711], [6.0078, 1.9995, -1.7953], [4.5617, 2.9260, -0.0526], [-0.5117, 2.3462, 2.4903], [1.1356, 4.5539, 2.5953], [2.9862, 4.0291, 0.9179], [1.3884, -0.4252, 4.4471], [1.2989, -0.4286, 3.2535], [2.2783, -0.3665, 2.4709], [0.1231, -0.5060, 2.6900], [-2.9027, -0.0010, 1.4557], [-1.6972, 0.1075, 0.0039], [-2.1746, -1.0931, -1.3804], [-2.0991, 1.7933, -0.7742], [-1.1778, 2.7858, -1.1170], [-1.5780, 3.9837, -1.7040], [-2.9196, 4.2144, -1.9683], [-3.8560, 3.2365, -1.6516], [-3.4458, 2.0466, -1.0661], [-3.8121, -0.5424, 1.1636], [-3.1990, 1.0070, 1.7592], [-2.4631, -0.5206, 2.3069], [-3.2263, -1.3995, -1.3137], [-1.5586, -1.9963, -1.3707], [-2.0227, -0.5949, -2.3411], [-0.1236, 2.6190, -0.9435], [-0.8384, 4.7341, -1.9603], [-3.2352, 5.1439, -2.4264], [-4.9062, 3.4033, -1.8610], [-4.1970, 1.2988, -0.8245]],
  "total_energy_ha": -2909.02260,
  "lumo_energy_ha": [0.00416, 0.00421],
  "fmax_ha_per_bohr": 0.0197,
  "homo_energy_ha": [-0.278, -0.263],
  "multiplicity": 2,
  "gap_ev": [7.7, 7.3],
  "charge": 0
}

---

Record 4
{
  "formula": "C40H56BN10O5P2S2Sn",
  "method": "ωB97M-V/def2-TZVPD",
  "symbols": ["Sn", "B", "N", "C", "C", "C", "N", "N", "C", "C", "C", "N", "H", "H", "H", "H", "H", "H", "H", "H", "O", "C", "O", "C", "C", "C", "C", "C", "C", "P", "C", "C", "C", "C", "C", "C", "C", "C", "C", "C", "C", "C", "H", "H", "H", "H", "H", "H", "H", "H", "H", "H", "H", "H", "H", "H", "N", "C", "C", "C", "N", "C", "C", "N", "C", "H", "H", "H", "H", "H", "H", "H", "H", "H", "H", "H", "H", "H", "H", "H", "H", "C", "O", "H", "H", "H", "H", "N", "C", "N", "C", "N", "C", "C", "C", "O", "P", "S", "S", "O", "C", "C", "C", "H", "H", "H", "H", "H", "H", "H", "H", "H", "H", "H", "H", "H", "H"],
  "xyz": [[-0.6756, -0.3770, 0.2500], [-5.6141, -3.3782, 0.8130], [-4.3856, -2.9875, 1.6858], [-4.4555, -2.2583, 2.8077], [-3.1736, -2.3633, 3.4005], [-2.4049, -3.0724, 2.4516], [-3.1680, -3.4542, 1.4223], [-5.5445, -2.6521, -0.6010], [-6.4270, -1.7355, -1.0330], [-6.0828, -1.3809, -2.3002], [-4.9694, -2.2026, -2.6527], [-4.7128, -2.9651, -1.6172], [-6.6440, -2.9914, 1.3779], [-5.5969, -4.5355, 0.4727], [-5.3165, -1.7574, 3.0729], [-2.8044, -2.0296, 4.3456], [-1.3571, -3.3304, 2.4154], [-7.2999, -1.5703, -0.3970], [-6.6289, -0.6760, -2.9537], [-4.4816, -2.3509, -3.5949], [-3.0728, -0.1834, -3.2136], [-2.1577, 0.3539, -2.5979], [-1.1398, -0.2901, -2.0620], [-2.0905, 1.8550, -2.5832], [-3.1270, 2.4198, -3.3273], [-3.2373, 3.7891, -3.3160], [-2.3354, 4.5153, -2.6024], [-1.2616, 4.0177, -1.9742], [-1.1778, 2.6121, -1.9222], [0.2517, 1.8504, -1.0399], [0.8017, 3.2990, -0.0452], [1.9394, 4.0686, -0.2435], [2.1349, 5.2151, 0.5002], [1.2164, 5.6482, 1.3808], [0.0313, 4.9903, 1.5374], [-0.1459, 3.7908, 0.8722], [1.5958, 1.8025, -2.2753], [2.9272, 1.5022, -1.8830], [3.9576, 1.5349, -2.7945], [3.7324, 1.7675, -4.1282], [2.4620, 2.0788, -4.5153], [1.4100, 2.0856, -3.6233], [-3.8535, 1.6983, -3.8304], [-4.0977, 4.2928, -3.6873], [-2.4473, 5.5880, -2.5263], [-0.6074, 4.5987, -1.4062], [2.6525, 3.8271, -1.0589], [3.1325, 5.7281, 0.5312], [1.4217, 6.5196, 1.9102], [-0.7402, 5.4368, 2.2705], [-1.1064, 3.3487, 0.9168], [3.1547, 1.1125, -0.8584], [4.9397, 1.3146, -2.3847], [4.5878, 1.8638, -4.7955], [2.2429, 2.3962, -5.5355], [0.3763, 2.1232, -3.9376], [-2.4072, -4.3319, -1.2146], [-1.2361, -3.5467, -1.7429], [-1.0496, -3.9539, -3.2216], [0.2385, -3.2803, -3.8347], [-0.1433, -1.9966, -4.3359], [1.5110, -3.3239, -2.9786], [1.2947, -2.9442, -1.5182], [1.1323, -1.5235, -1.2499], [0.0598, -3.7492, -0.9770], [-3.7960, -3.6071, -1.5098], [-2.4893, -4.1738, -0.1995], [-2.2785, -5.3554, -1.3574], [-1.5933, -2.5199, -1.8015], [-1.8707, -3.5855, -3.8533], [-0.9129, -5.0556, -3.2933], [0.4274, -3.9118, -4.7477], [0.5261, -1.6261, -5.0075], [-0.4153, -1.3773, -3.5850], [2.3327, -2.7218, -3.3559], [1.8873, -4.3063, -2.9363], [2.1129, -3.3229, -0.8743], [0.8457, -1.0909, -2.1212], [2.0824, -1.1417, -1.0649], [-0.1058, -3.4976, 0.0561], [0.2994, -4.8346, -1.0756], [-1.0637, 0.6707, 3.1540], [-0.0991, 1.0726, 2.1145], [-2.0387, 0.5745, 2.6739], [-1.0822, 1.4440, 3.8849], [-0.7563, -0.2584, 3.6319], [0.7491, 0.7100, 2.2927], [-2.4448, 1.4199, 0.1949], [-2.9167, 2.2487, 0.8656], [-3.3809, 3.2860, 1.4707], [-2.8892, 3.4950, 2.6651], [-2.4611, 3.7397, 3.7212], [4.9591, 1.9963, 2.4748], [3.4880, 2.1185, 2.1174], [2.6774, 2.8763, 3.1614], [2.7839, 0.8719, 1.8903], [3.2700, -0.6575, 2.0998], [4.5658, -1.1633, 0.6897], [1.6461, -1.7939, 2.3429], [4.0362, -0.5608, 3.5450], [4.3226, -1.7814, 4.2109], [5.7955, -2.0870, 4.1890], [3.7483, -1.6425, 5.6171], [5.3754, 2.9875, 2.6096], [5.6055, 1.5046, 1.6955], [5.0685, 1.4601, 3.4184], [3.3644, 2.7480, 1.1934], [2.7865, 2.2801, 4.0879], [1.6014, 2.8703, 2.9139], [3.1315, 3.8502, 3.3081], [3.7656, -2.6500, 3.7412], [6.2849, -1.3455, 4.8598], [6.1764, -2.1284, 3.1594], [6.0199, -3.0231, 4.7423], [4.1338, -0.7810, 6.1509], [4.0069, -2.5901, 6.1918], [2.6908, -1.4869, 5.6037]],
  "total_energy_ha": -4200.04911,
  "lumo_energy_ha": 0.08485,
  "fmax_ha_per_bohr": 0.0768,
  "homo_energy_ha": -0.203,
  "multiplicity": 1,
  "gap_ev": 7.8,
  "de_lowest_ev": 1.9068,
  "charge": -1
}

---

Record 5
{
  "formula": "C26H16F5N5OSW",
  "method": "ωB97M-V/def2-TZVPD",
  "symbols": ["W", "F", "C", "C", "F", "C", "F", "C", "S", "C", "F", "C", "F", "N", "C", "C", "C", "C", "C", "C", "C", "C", "C", "C", "C", "C", "N", "C", "C", "C", "C", "N", "H", "H", "H", "H", "H", "H", "H", "H", "H", "H", "C", "N", "C", "C", "N", "C", "H", "H", "H", "H", "H", "H", "O"],
  "xyz": [[1.3657, -0.7089, 0.4199], [-3.9838, -5.0924, 1.8282], [-2.7090, -4.7050, 1.8946], [-2.3113, -3.5231, 1.2842], [-3.1839, -2.7635, 0.6228], [-0.9821, -3.1870, 1.3991], [-0.4740, -2.0507, 0.8065], [-0.0204, -3.9203, 2.0734], [1.5798, -3.2244, 2.0258], [-0.4526, -5.0963, 2.6668], [0.3959, -5.8765, 3.3375], [-1.7826, -5.4846, 2.5724], [-2.1883, -6.6150, 3.1495], [-5.4425, 7.4827, -2.9508], [-4.7452, 6.6376, -2.6036], [-3.8710, 5.5804, -2.1702], [-2.7978, 5.8684, -1.3310], [-1.9551, 4.8491, -0.9231], [-2.1800, 3.5393, -1.3361], [-3.2593, 3.2590, -2.1692], [-4.1005, 4.2727, -2.5923], [-1.2626, 2.4501, -0.8975], [-1.7611, 1.5222, 0.0335], [-3.0789, 1.5781, 0.5750], [-3.2572, 0.4480, 1.3598], [-2.0591, -0.2407, 1.2435], [-1.1239, 0.3806, 0.4975], [0.0137, 2.4485, -1.4387], [0.5589, 3.4087, -2.3437], [1.8939, 3.1059, -2.4745], [2.1068, 1.9769, -1.6494], [1.0024, 1.5515, -1.0546], [-2.6298, 6.8860, -1.0056], [-1.1153, 5.0631, -0.2748], [-3.4330, 2.2390, -2.4866], [-4.9350, 4.0596, -3.2463], [-3.7978, 2.3566, 0.3787], [-4.1343, 0.1169, 1.8922], [-1.7417, -1.1229, 1.7379], [0.0138, 4.2206, -2.7977], [2.6435, 3.6139, -3.0584], [3.0557, 1.4680, -1.5035], [6.3014, -4.3234, 0.1833], [5.3726, -3.2724, 0.5619], [5.5675, -2.3151, 1.5310], [4.4367, -1.5588, 1.5446], [3.5612, -2.0372, 0.5987], [4.1525, -3.0633, 0.0327], [7.1951, -4.2336, 0.7944], [6.5812, -4.2254, -0.8639], [5.8555, -5.3012, 0.3548], [6.4684, -2.2728, 2.1165], [4.1958, -0.7155, 2.1673], [3.7291, -3.6902, -0.7346], [2.7220, 0.2369, 0.2222]],
  "total_energy_ha": -2313.82398,
  "lumo_energy_ha": [-0.03319, -0.06506],
  "fmax_ha_per_bohr": 0.0322,
  "homo_energy_ha": [-0.272, -0.272],
  "multiplicity": 3,
  "gap_ev": [6.5, 5.6],
  "de_lowest_ev": 5.6251,
  "charge": 0
}

---

Record 6
{
  "formula": "C31H51ClP2W",
  "method": "ωB97M-V/def2-TZVPD",
  "symbols": ["W", "C", "C", "C", "C", "C", "C", "H", "H", "H", "C", "H", "H", "H", "C", "H", "H", "H", "C", "H", "H", "H", "C", "H", "H", "H", "C", "C", "C", "C", "C", "C", "C", "C", "H", "H", "H", "H", "H", "H", "H", "H", "H", "H", "H", "H", "P", "C", "H", "H", "H", "C", "H", "H", "H", "C", "H", "H", "H", "P", "C", "H", "H", "H", "C", "H", "H", "H", "C", "H", "H", "H", "Cl", "C", "C", "C", "C", "C", "C", "C", "H", "H", "H", "H", "H", "H"],
  "xyz": [[1.3325, 1.6656, 0.6424], [2.4142, -0.8635, 0.3861], [2.7511, 0.1703, 1.3492], [0.6483, -0.7479, 1.8439], [1.2141, -1.4860, 0.7833], [1.6254, 0.2340, 2.2838], [3.4338, -1.4432, -0.5179], [4.0383, -0.6570, -0.9893], [2.9917, -2.0595, -1.3131], [4.1301, -2.0733, 0.0542], [0.8107, -2.8919, 0.4729], [1.4088, -3.3402, -0.3324], [-0.2496, -2.9907, 0.2039], [0.9678, -3.5313, 1.3593], [-0.5256, -1.1758, 2.6406], [-0.2681, -1.9995, 3.3241], [-1.3368, -1.5631, 2.0101], [-0.9264, -0.3618, 3.2579], [1.7591, 0.8370, 3.6388], [2.6975, 0.5044, 4.1107], [0.9319, 0.5066, 4.2709], [1.7770, 1.9292, 3.5879], [4.1715, 0.4561, 1.7622], [4.5777, -0.4498, 2.2550], [4.2426, 1.2761, 2.4791], [4.8059, 0.6756, 0.8936], [1.2354, 2.2224, -1.3365], [2.5811, 1.7453, -1.0094], [3.7515, 2.6964, -0.8960], [3.7383, 3.4673, 0.4449], [2.5469, 3.1470, 1.3276], [1.2141, 3.6790, 1.0019], [0.9898, 4.5094, -0.2607], [0.9708, 3.6887, -1.5742], [3.7997, 3.4105, -1.7408], [3.8132, 4.5515, 0.2487], [4.6933, 2.1160, -0.9436], [1.6900, 4.1225, -2.2919], [0.6501, 1.5400, -1.9538], [2.8293, 0.7884, -1.4654], [-0.0148, 3.8128, -2.0589], [0.0141, 5.0138, -0.1609], [0.5528, 3.9454, 1.8306], [1.7179, 5.3414, -0.3460], [4.6407, 3.2108, 1.0197], [2.7836, 3.0810, 2.3882], [0.2665, -1.1648, -2.6968], [0.2539, -2.9048, -3.2749], [0.0326, -2.9521, -4.3476], [-0.4740, -3.4950, -2.7016], [1.2586, -3.3187, -3.0879], [-1.3562, -0.4610, -3.1718], [-1.6431, -0.7495, -4.1948], [-1.2830, 0.6405, -3.1177], [-2.1267, -0.7886, -2.4593], [1.3177, -0.4096, -4.0008], [1.2650, 0.6871, -3.9389], [0.9766, -0.7489, -4.9889], [2.3613, -0.7185, -3.8382], [-1.6090, 1.8766, 0.9421], [-1.9543, 2.5286, 2.6402], [-2.7806, 3.2546, 2.6190], [-1.0477, 3.0049, 3.0346], [-2.2251, 1.6869, 3.3008], [-2.4074, 3.1031, -0.1839], [-1.7929, 3.9996, -0.3332], [-3.3901, 3.3947, 0.2241], [-2.5526, 2.6069, -1.1500], [-3.0011, 0.6811, 0.8858], [-3.9533, 1.1714, 1.1695], [-2.8332, -0.1474, 1.5819], [-3.1131, 0.2949, -0.1361], [-2.2438, -5.5275, -1.3224], [-3.6780, -4.9256, -0.6193], [-4.7839, -5.7442, -0.4889], [-5.9598, -5.2597, 0.1175], [-5.9955, -3.9550, 0.6251], [-4.8973, -3.1183, 0.5156], [-3.6996, -3.5520, -0.1590], [-2.6271, -2.7079, -0.3799], [-4.7386, -6.7619, -0.8635], [-6.8330, -5.8990, 0.1887], [-6.9020, -3.5870, 1.1099], [-4.9242, -2.0938, 0.9035], [-2.6178, -1.7278, 0.0849], [-1.9092, -2.9224, -1.1684]],
  "total_energy_ha": -2421.06751,
  "lumo_energy_ha": [-0.24940, -0.34639],
  "fmax_ha_per_bohr": 0.0884,
  "homo_energy_ha": [-0.435, -0.489],
  "multiplicity": 3,
  "gap_ev": [5.0, 3.9],
  "de_lowest_ev": 1.2049,
  "charge": 2
}